73
Properties=species:S:1:pos:R:3:forces:R:3 method="wB97M-V/def2-TZVPD" total_charge=-1 orbital_gap_ev="7.499 / 7.502" relative_energy_kcal_mol=4.8 e_lumo_ev="1.36 / 1.36"
Pt -0.1558 1.5945 -0.9524 2.9 1.1 -1.4
O 3.8139 3.2965 -1.0374 0.1 0.0 0.0
C 2.6493 2.9431 -1.1318 -0.1 1.5 0.7
O 2.2089 1.8120 -1.4720 -1.5 -1.8 0.2
C 1.5436 3.9867 -0.8430 1.1 -0.2 -0.2
C 1.7674 5.2315 -0.2809 -0.1 -0.2 -0.2
C 0.6835 6.0841 -0.1319 -0.1 -0.1 -0.1
C -0.5663 5.6968 -0.5957 0.1 0.0 -0.1
C -0.7026 4.4346 -1.1496 -0.6 0.2 -0.3
N 0.3378 3.6195 -1.2452 -0.9 -0.6 0.6
C -1.9871 3.8359 -1.7521 0.1 0.9 0.4
O -2.9063 4.5759 -2.0530 0.0 0.3 0.1
O -1.9242 2.5866 -1.9492 0.0 -1.8 0.4
H 2.7667 5.5011 0.0263 0.1 -0.1 0.0
H 0.8235 7.0475 0.3366 -0.1 0.1 0.0
H -1.4310 6.3363 -0.5269 -0.1 0.0 0.0
C 2.6561 -3.2939 -2.4930 0.2 0.2 -0.1
C 3.2891 -2.0164 -1.9533 0.0 -0.2 0.1
C 2.4221 -1.4257 -0.8262 0.1 0.1 0.0
C 0.9400 -1.7985 -0.9851 -0.3 0.6 0.0
C 0.6196 -1.7970 -2.4803 -0.2 -0.1 -0.1
C 1.3312 -2.9620 -3.1836 0.0 0.0 0.1
P -0.1346 -0.5421 -0.1124 -1.0 -0.3 0.4
C 0.4172 -0.3906 1.6560 0.0 0.3 -0.5
C 0.6837 -1.6999 2.4041 0.1 0.0 -0.2
C 1.5227 -1.4178 3.6550 -0.2 0.0 0.2
C 1.1587 -0.0610 4.2481 0.2 0.0 0.0
C 1.6229 1.0565 3.3046 -0.1 0.0 0.1
C 1.5587 0.6144 1.8334 0.0 0.2 0.0
C -1.8527 -1.2385 0.0731 0.3 0.2 -0.2
C -2.0014 -2.7593 0.2575 0.2 -0.1 -0.1
C -2.5692 -3.4260 -0.9936 -0.1 -0.1 0.2
C -3.9703 -2.8889 -1.3114 0.0 0.0 0.0
C -4.0983 -1.3976 -0.9650 0.1 0.0 -0.2
C -2.7424 -0.7089 -1.0614 -0.3 0.2 0.2
H 2.4855 -3.9768 -1.6581 0.0 -0.1 0.0
H 3.3304 -3.7934 -3.1906 0.0 -0.1 0.0
H 3.3918 -1.2893 -2.7604 0.0 0.0 0.0
H 4.2938 -2.2244 -1.5756 0.0 0.1 0.0
H 2.5134 -0.3369 -0.8554 0.1 0.0 0.1
H 2.7867 -1.7888 0.1361 0.0 0.1 0.1
H 0.7459 -2.7956 -0.5719 -0.1 0.2 0.1
H 0.9558 -0.8396 -2.8846 -0.1 0.0 0.0
H -0.4527 -1.8634 -2.6610 0.0 0.1 0.0
H 1.5163 -2.6968 -4.2253 0.0 0.0 -0.1
H 0.6937 -3.8488 -3.1877 -0.1 0.0 0.0
H -0.4573 0.0809 2.1156 0.1 -0.1 -0.2
H 1.2130 -2.4167 1.7720 0.0 -0.1 0.0
H -0.2763 -2.1391 2.6856 0.0 -0.1 0.0
H 2.5794 -1.4024 3.3854 0.1 -0.1 0.0
H 1.3826 -2.2158 4.3854 0.0 -0.1 0.0
H 1.6291 0.0649 5.2258 -0.1 0.0 0.0
H 0.0792 0.0005 4.3934 -0.1 0.0 0.1
H 2.6466 1.3463 3.5531 0.0 0.0 0.0
H 0.9794 1.9235 3.4540 0.1 0.0 -0.1
H 2.5090 0.1870 1.5099 0.0 0.0 0.0
H 1.3659 1.4917 1.2025 0.2 -0.1 0.1
H -2.2049 -0.7387 0.9827 0.2 0.0 -0.2
H -2.6847 -2.9501 1.0883 0.0 0.0 0.1
H -1.0457 -3.2148 0.5250 -0.1 -0.1 0.1
H -2.6212 -4.5083 -0.8501 0.1 0.0 -0.1
H -1.9063 -3.2388 -1.8386 0.1 -0.1 0.0
H -4.7237 -3.4564 -0.7600 0.0 -0.1 0.0
H -4.1731 -3.0392 -2.3741 -0.1 0.0 0.0
H -4.4648 -1.2757 0.0552 -0.1 0.0 0.1
H -4.8200 -0.9246 -1.6318 0.0 0.1 0.1
H -2.8487 0.3733 -0.9506 0.0 -0.1 -0.1
H -2.3103 -0.8831 -2.0481 0.1 0.0 -0.1
O -2.2825 0.9994 2.2292 -0.5 -1.0 0.0
Cl -1.9906 2.4006 2.2546 0.1 0.0 0.4
O -3.1917 3.1413 2.2404 -1.0 0.7 -0.1
O -1.2281 2.6989 3.4195 0.5 0.2 0.9
O -1.1895 2.7188 1.1015 0.5 0.4 -0.8



83
Properties=species:S:1:pos:R:3:forces:R:3 method="wB97M-V/def2-TZVPD" total_charge=0 orbital_gap_ev=10.020 smiles="CC[C@@H](C)[C@@]1(COC(C)=O)OS(=O)(=O)O[C@@]1(COC(F)(F)F)CC(=O)I.C[C@@H]1COC(=O)O1.C[C@@H]1COC(=O)O1.C[C@@H]1COC(=O)O1" e_lumo_ev=-0.36
C 1.9012 1.9013 -0.6608 0.1 0.1 0.3
C 2.4298 2.0859 0.8445 0.3 -0.2 -0.7
C 1.3815 1.5917 1.9654 -0.2 -0.6 -0.6
C 2.2244 0.7710 3.0685 0.1 0.3 0.3
C 0.4885 2.7860 2.5620 1.5 0.1 0.7
C 1.3006 3.4764 3.7936 -1.5 0.1 2.1
O 2.6420 3.8869 3.4293 -1.1 1.5 -0.6
C 2.7366 5.3064 3.2604 0.1 3.7 1.2
C 3.0388 5.9187 1.7935 0.0 -0.6 0.7
O 2.6414 6.1324 4.1981 0.1 -3.9 -2.9
O 0.4265 3.9298 1.6262 -2.4 -0.1 0.3
S -0.9155 4.9109 1.9672 1.4 3.6 -2.3
O -1.6566 5.2511 0.7139 1.4 -2.5 3.5
O -0.3962 6.1892 2.5533 -1.4 -4.2 0.0
O -1.6304 3.7957 3.0280 1.0 1.6 -1.1
C -1.0813 2.4293 2.8278 -0.5 1.0 0.3
C -1.4234 1.7761 4.2684 0.3 2.1 0.5
O -0.8735 0.4521 4.4714 -2.2 -0.9 -2.1
C -1.5342 -0.5535 3.7470 0.7 -2.0 1.6
F -2.8784 -0.2997 3.4267 3.4 -0.5 0.2
F -1.5485 -1.7152 4.5926 -0.1 2.9 -2.1
F -0.7485 -0.9583 2.6132 -2.4 1.2 2.3
C -1.8985 1.9529 1.5289 0.7 -0.5 -0.4
C -3.3646 2.5749 1.3763 -0.1 2.0 -5.0
O -3.6637 3.0865 0.2616 1.2 -2.5 5.1
I -4.9293 2.5848 2.8820 0.7 -0.2 -0.3
H 1.9001 0.7913 -0.9268 -0.1 1.8 0.4
H 2.5813 2.4656 -1.3973 -1.0 -0.9 1.1
H 0.8493 2.3305 -0.7912 1.3 -0.5 0.2
H 2.7798 3.1687 0.9776 -0.7 -1.6 0.2
H 3.3705 1.4283 0.9768 -1.5 1.0 -0.3
H 0.6431 0.8309 1.5007 1.2 1.3 0.4
H 1.7584 0.7594 4.1104 0.5 0.0 -1.5
H 2.3516 -0.3316 2.7589 -0.1 1.9 0.2
H 3.2497 1.2836 3.1493 -1.5 -0.9 0.0
H 0.7687 4.4279 4.1866 0.5 -1.6 -0.8
H 1.3431 2.7719 4.7100 0.2 1.0 -1.6
H 2.2576 5.5630 1.0441 1.3 0.2 1.0
H 2.9866 7.0559 1.8396 0.0 -1.7 0.3
H 4.1093 5.6358 1.5161 -1.5 0.1 0.1
H -2.5413 1.8748 4.5466 1.8 -0.5 -0.9
H -0.8878 2.4604 5.0334 -0.7 -1.3 -1.2
H -1.9862 0.8236 1.3946 0.1 1.5 0.4
H -1.2962 2.3290 0.6138 -1.2 -0.5 1.4
C 0.9742 0.5711 -5.4116 0.0 0.5 0.2
C 1.9834 -0.2644 -4.6551 -0.5 0.4 -0.9
C 1.6700 -1.7305 -4.6477 -0.1 -0.4 -0.6
O 2.3057 -2.1673 -3.4486 0.2 0.6 0.8
C 2.3283 -1.0958 -2.6106 0.2 -0.3 0.6
O 2.6198 -1.1516 -1.4463 -0.2 -0.1 -0.8
O 1.9734 0.0477 -3.2635 0.3 -0.6 0.5
H 1.2638 1.6251 -5.3896 0.0 -0.1 -0.1
H 0.9012 0.2526 -6.4539 0.1 0.0 0.1
H -0.0154 0.5092 -4.9506 0.1 -0.2 0.0
H 2.9925 -0.0715 -5.0361 0.0 -0.1 0.1
H 2.0808 -2.2485 -5.5158 0.0 -0.1 0.2
H 0.5997 -1.9503 -4.5736 0.6 0.3 0.0
C -4.4460 -3.9362 -5.4510 0.0 -0.4 -0.3
C -2.9859 -3.8136 -5.0740 -1.2 -0.1 0.1
C -2.5167 -2.3962 -4.9252 -0.2 0.5 0.5
O -1.1253 -2.5093 -5.2064 -0.4 -0.5 -0.5
C -0.9849 -3.5829 -6.0383 0.8 -0.6 -0.8
O 0.0225 -3.8557 -6.6245 -0.8 0.4 0.5
O -2.1415 -4.2982 -6.1160 0.8 0.5 0.1
H -4.7277 -4.9891 -5.5326 0.0 0.1 0.1
H -5.0870 -3.4620 -4.7044 0.1 0.0 0.0
H -4.6418 -3.4838 -6.4269 0.1 0.1 0.1
H -2.7795 -4.4012 -4.1726 0.1 0.1 0.0
H -2.6786 -2.0075 -3.9182 0.2 0.0 -0.1
H -2.9626 -1.7084 -5.6505 -0.1 -0.2 0.0
C -0.4858 -4.4024 3.5706 0.0 -0.4 0.2
C 0.2659 -4.8339 2.3305 -0.3 0.5 1.0
C -0.1370 -4.0921 1.0903 0.2 0.7 -0.2
O 0.1756 -5.0278 0.0649 -0.1 -0.5 0.2
C 0.0768 -6.2663 0.6273 0.0 -1.0 -0.6
O 0.0890 -7.2923 0.0105 0.0 0.9 0.5
O -0.0419 -6.1818 1.9834 0.1 -0.1 -0.8
H -0.1398 -4.9699 4.4385 0.0 0.1 -0.1
H -0.3393 -3.3408 3.7697 0.1 -0.2 -0.1
H -1.5567 -4.6015 3.4739 0.1 0.1 -0.1
H 1.3459 -4.7689 2.5033 0.0 0.0 -0.1
H 0.4269 -3.1671 0.9564 0.0 -0.2 -0.2
H -1.2079 -3.8692 1.0422 0.0 -0.1 0.2